1.
Computed, not measured: a molecular structure, C23H17BrIN5O6S2Ti, with the ωB97M-V functional and the def2-TZVPD basis.

Element x y z (Å)
Ti -0.49259 0.00957 -0.83194
I -1.60481 0.32425 2.15728
C -1.47777 2.39608 1.97817
C -1.70003 3.14050 3.10474
C -1.66241 4.54672 3.04403
C -1.41187 5.15623 1.85122
C -1.17975 4.40051 0.67522
C -0.92405 5.06740 -0.54319
C -0.69943 4.33852 -1.67230
C -0.70660 2.93034 -1.62695
C -0.93755 2.19794 -0.47857
C -1.19779 2.96964 0.70424
H -1.91312 2.64417 4.04286
H -1.83977 5.12981 3.94088
H -1.38323 6.23913 1.77809
H -0.91000 6.15308 -0.55423
H -0.50208 4.83911 -2.61528
H -0.51038 2.40838 -2.55344
O -3.54131 -3.28862 -0.19941
S -2.27086 -2.79772 0.30624
O -2.21701 -2.61144 1.74164
O -1.85094 -1.61824 -0.45910
C -1.09323 -4.13160 0.03262
C -1.63736 -5.39524 0.23946
C -0.84091 -6.52787 0.26001
C 0.52836 -6.40382 0.08258
C 1.07688 -5.15207 -0.14241
C 0.28282 -4.01163 -0.17994
S 1.10116 -2.48728 -0.66032
O 0.48686 -2.13611 -1.92861
O 2.51215 -2.80337 -0.69576
O 0.73607 -1.47834 0.35198
H -2.70604 -5.46833 0.38956
H -1.29026 -7.50040 0.42171
H 1.16842 -7.27781 0.10729
H 2.13782 -5.02938 -0.31030
N 3.58189 0.23707 -1.93284
C 2.99251 0.03022 -3.21496
C 1.66938 0.25461 -3.12243
N 1.30509 0.58265 -1.82725
C 2.47620 0.58379 -1.12705
C 2.54125 0.95352 0.21465
N 1.45850 1.16929 0.96756
C 1.92741 1.48797 2.20895
C 3.29073 1.46391 2.24636
N 3.68766 1.10399 0.96172
H 4.09408 -0.57192 -1.58477
H 3.58799 -0.27370 -4.05906
H 0.91658 0.18053 -3.89002
H 1.25129 1.71194 3.01988
H 3.99465 1.64592 3.03934
H 4.62109 1.05485 0.60138
Br -1.83637 0.08014 -3.11348
N -4.49328 -0.20946 -0.42362
C -4.38795 0.88924 -0.05193
H -4.20809 -1.14669 -0.67051

Atoms 1-2, force components in eV/Å:
Ti 0.6 0.5 -0.1
I -0.1 0.1 0.1

Summary:
Multiplicity ... 3
DFT total energy ... -6129.5962 Ha
Net charge ... -2
Energy relative to the best compared isomer or geometry (same formula, charge and spin) ... 1.255 eV
Orbital gap (spin up / spin down) ... 3.91 / 6.70 eV

***

2.
Computed, not measured: 2 unconnected molecules or ions with the total composition C5H14NO in a non-equilibrium geometry, with the ωB97M-V functional and the def2-TZVPD basis.

Element x y z (Å)
C -2.00911 -0.54088 -0.30790
C -0.63395 -0.02921 -0.76565
C 0.43719 -0.40008 0.25498
C 0.49904 -1.85924 0.60127
C 1.57064 -2.65414 0.72682
N -0.65042 1.49557 -0.84366
H -2.76813 -0.30669 -1.05425
H -1.89902 -1.61855 -0.31633
H -2.18504 -0.19293 0.71246
H -0.34987 -0.44025 -1.73801
H 0.25343 0.08937 1.22472
H 1.42469 -0.05432 -0.06264
H -0.40834 -2.39373 0.88823
H 1.48060 -3.72568 0.60661
H 2.46192 -2.21430 1.15314
H -1.10937 1.72870 0.03849
H -1.19605 1.84457 -1.62904
H 0.30294 1.85369 -0.91509
H 1.35587 3.89312 0.32167
H 2.11735 2.59461 0.74741
O 1.30564 2.93035 0.35677

Atoms 1-2, force components in eV/Å:
C 1.1 0.2 -0.9
C -0.1 -0.7 0.3

Summary:
DFT total energy ... -328.6189 Ha
Net charge ... +1
Energy relative to the best compared isomer or geometry (same formula, charge and spin) ... 1.832 eV
Orbital gap ... 9.35 eV

***

3.
Computed, not measured: a molecular structure, C20H27As2NO13Re, with the ωB97M-V functional and the def2-TZVPD basis.

Element x y z (Å)
Re -0.71653 -0.72688 0.76807
O -1.86835 -1.21213 -1.07210
C -1.23106 -0.59237 -2.22762
C -0.84242 0.81513 -1.84466
N -0.00433 0.84548 -0.59249
C 1.43573 0.60473 -0.87655
C 1.77959 -0.86567 -0.70616
O 2.80771 -1.37530 -0.98077
O 0.73153 -1.53360 -0.12404
C -0.23298 2.14668 0.08675
C -1.57139 2.06214 0.80292
O -2.31671 2.94930 1.03094
O -1.80583 0.76594 1.18022
H -2.82990 -1.11484 -1.11166
H -1.92133 -0.59025 -3.06852
H -0.38369 -1.22665 -2.47929
H -1.74712 1.39288 -1.64813
H -0.30446 1.30800 -2.65646
H 2.03701 1.14152 -0.14086
H 1.72133 0.94562 -1.87128
H -0.22756 2.98139 -0.61387
H 0.53617 2.30879 0.84520
C 4.53425 1.30329 1.74884
O 3.15296 1.00804 2.09016
C 2.72447 1.57218 3.24266
O 3.37091 2.30894 3.93172
C 1.34803 1.15628 3.54425
C 0.55150 1.73948 4.56886
As 0.33448 0.80197 6.28186
C 2.04641 -0.13516 6.41770
C -0.70835 -0.65349 5.36619
C -0.65740 -1.00791 4.06803
As 0.67549 -0.46535 2.79343
C 2.04204 -1.83387 2.83490
C -1.68330 -1.91749 3.55011
O -2.53248 -2.51286 4.10083
O -1.63736 -2.06102 2.05775
C -2.63079 -3.04139 1.56637
C -1.54300 -1.39299 6.38562
O -0.98858 -2.33684 6.87433
O -2.71447 -0.93976 6.76658
C -3.27292 0.23516 6.14522
C -0.40054 2.84433 4.35559
O -1.29966 3.07800 5.12354
O -0.14401 3.53021 3.23620
C -0.90894 4.75896 3.10098
H 4.72542 0.77498 0.82025
H 5.19059 0.94476 2.53781
H 4.66324 2.37583 1.62849
H 2.76921 0.58508 6.79874
H 2.40516 -0.55250 5.48185
H 1.91937 -0.93404 7.14698
H 2.55764 -1.82635 3.79118
H 2.74101 -1.66257 2.02053
H 1.54247 -2.79272 2.69716
H -2.37284 -3.22299 0.52810
H -3.62551 -2.62086 1.68228
H -2.53218 -3.94930 2.15114
H -4.32856 0.22148 6.39166
H -3.15368 0.20398 5.06160
H -2.80622 1.13163 6.55054
H -0.59490 5.19265 2.15814
H -0.66753 5.42217 3.92769
H -1.97194 4.53879 3.09529

Atoms 1-2, force components in eV/Å:
Re -0.1 0.0 0.0
O 0.0 0.0 0.0

Summary:
Multiplicity ... 4
DFT total energy ... -6360.3533 Ha
Net charge ... +2
Energy relative to the best compared isomer or geometry (same formula, charge and spin) ... 0.000 eV
Orbital gap (spin up / spin down) ... 6.48 / 7.28 eV

***

What is the formula in the second record? C5H14NO